ORCA calculation (ωB97M-V/def2-TZVPD) on a structure of composition C5H7N4 in a non-equilibrium geometry.

```
! wB97M-V def2-TZVPD RIJCOSX def2/J DEFGRID3
* xyz -1 1
C -2.5168 0.0675 0.0378
C 0.0112 -0.8350 -1.1435
C 0.0756 -1.1881 0.3213
C -0.6005 0.0565 -0.1290
C -0.0891 1.4235 0.2079
N -3.2261 1.1655 -0.1728
N -3.2342 -1.0366 0.1624
N -4.4749 0.7081 -0.1507
N -4.4807 -0.5822 0.0462
H 0.9284 -0.5086 -1.6244
H -0.6254 -1.4305 -1.7812
H -0.5312 -2.0100 0.6707
H 1.0326 -1.1018 0.8273
H -0.2897 1.6457 1.2576
H -0.6022 2.1736 -0.3924
H 0.9903 1.5011 0.0382
*
```

## Properties
M: 123.1 g mol⁻¹
LUMO level: 3.754 eV
HOMO level: -4.820 eV
electronic energy: -11257.2696 eV
Kohn-Sham gap: 8.57 eV
relative energy (zero: lowest compared OMol25 entry of this formula, charge and spin): 117.2 kJ/mol

***

ORCA calculation (ωB97M-V/def2-TZVPD) on a cluster of 2 separate species, C6H14 in total in a non-equilibrium geometry.

```
! wB97M-V def2-TZVPD RIJCOSX def2/J DEFGRID3
* xyz -1 2
C 1.6554 -0.1377 -1.5782
C 0.0728 0.0224 -1.4572
C -0.5748 -0.6918 -0.2880
C -1.6137 -0.0816 0.5287
C -1.0254 -0.0004 2.1320
C 0.2823 0.7070 1.9367
H 2.2436 0.8062 -1.2084
H 1.7913 -0.2356 -2.6855
H 2.0424 -1.1005 -1.1215
H -0.4047 -0.0836 -2.4465
H -0.1296 1.0458 -1.2033
H -0.6944 -1.7608 -0.4315
H 1.8824 -0.4591 -3.5838
H -2.1155 0.8914 0.4863
H -2.4282 -0.8538 0.6441
H -1.0501 -1.0767 2.3072
H -1.8234 0.5817 2.6205
H 0.6147 1.6526 2.4774
H 1.0881 -0.0041 2.0186
H 0.1868 0.7787 0.8524
*
```

## Properties
⟨S²⟩: 0.7746
M: 86.2 g mol⁻¹
LUMO level (spin up / spin down): 4.179 / 3.719 eV
HOMO level (spin up / spin down): -1.990 / -0.667 eV
electronic energy: -6442.2801 eV
Kohn-Sham gap (spin up / spin down): 6.17 / 4.39 eV
relative energy (zero: lowest compared OMol25 entry of this formula, charge and spin): 495.8 kJ/mol